1.
Below is a 3-piece molecular cluster, H6O3 overall, with properties calculated with ωB97M-V/def2-TZVPD.

```
9
Properties=species:S:1:pos:R:3:lowdin_charge:R:1
O 0.8965 0.8728 -1.0326 -0.074
H 0.6423 -0.0702 -0.9725 0.010
H 0.8520 1.0495 -1.9761 0.045
O -0.3342 -1.5499 -0.2824 -0.070
H -1.1925 -1.8534 -0.5977 0.054
H -0.5348 -1.0169 0.5142 0.017
O -0.4262 0.6139 1.4935 -0.059
H -0.1231 1.0834 0.6975 0.022
H 0.2200 0.8709 2.1561 0.055
```

Properties
HOMO-LUMO gap   12.3 eV
Structure (SMILES)   O.O.O

---

2.
Below is a 2-piece molecular cluster, C17H29NO8P overall, with properties calculated with ωB97M-V/def2-TZVPD.

```
56
Properties=species:S:1:pos:R:3:lowdin_charge:R:1
C -3.8251 3.1339 0.7603 -0.090
C -3.6414 1.6122 0.7394 -0.226
C -2.2144 1.1377 0.4216 -0.178
C -1.3530 0.9159 1.6720 -0.263
C -0.6385 2.2453 2.0973 -0.007
C -0.2501 -0.0834 1.4540 -0.146
C 0.5542 -0.4593 2.5341 0.072
C 1.5717 -1.3698 2.3553 -0.073
C 2.3938 -1.7767 3.5459 -0.449
O 3.5605 -1.9452 3.4528 0.223
O 1.7238 -1.8741 4.7178 0.007
C 1.1307 -3.1741 4.9456 -0.090
C -0.1737 -3.3397 4.1890 -0.184
O -0.9406 -4.3915 4.7413 -0.014
C -1.8580 -4.8169 3.8179 -0.340
O -3.0242 -4.7327 3.9711 0.150
C 1.8060 -1.9051 1.0831 0.053
C 0.9916 -1.4976 0.0614 0.011
N -0.0182 -0.6169 0.2510 0.181
H -2.9879 3.6697 1.1996 0.055
H -4.0118 3.5512 -0.2247 0.079
H -4.6842 3.3659 1.3855 0.078
H -3.9765 1.2054 1.6925 0.108
H -4.3321 1.2205 -0.0030 0.110
H -2.3345 0.2086 -0.1428 0.106
H -1.7341 1.8638 -0.2356 0.128
H -1.9679 0.5712 2.4997 0.150
H -0.6523 2.3530 3.1765 0.091
H 0.4071 2.1924 1.7964 0.087
H -1.0528 3.1008 1.5833 0.067
H 0.3435 -0.0372 3.5029 0.151
H 0.9349 -3.2578 6.0102 0.146
H 1.8766 -3.9222 4.6836 0.144
H -0.7021 -2.3846 4.1439 0.134
H 0.0681 -3.5993 3.1471 0.121
H -1.4335 -5.2590 2.9046 0.151
H 2.6060 -2.6163 0.9561 0.142
H 1.1549 -1.9277 -0.9140 0.149
H -0.6007 -0.3718 -0.5430 0.167
C 3.2929 -0.3396 -5.4534 -0.106
O 2.4721 0.7304 -5.9405 -0.237
P 1.6326 1.6548 -4.8513 0.604
O 0.9239 0.5436 -4.0979 -0.299
O 0.7943 2.2854 -6.0596 -0.253
C -0.0817 1.4422 -6.8089 -0.090
O 1.0826 2.8672 -3.8276 -0.235
C 1.7712 2.9644 -2.5800 -0.136
H 4.0557 -0.5400 -6.2026 0.090
H 3.7774 -0.0848 -4.5133 0.079
H 2.6758 -1.2259 -5.3187 0.088
H -0.4366 0.6053 -6.2077 0.083
H 0.4285 1.0670 -7.6949 0.089
H -0.9299 2.0488 -7.1169 0.092
H 2.8475 3.0555 -2.7247 0.083
H 1.5580 2.0830 -1.9691 0.063
H 1.4199 3.8543 -2.0625 0.087
```

Properties
HOMO-LUMO gap   7.4 eV
Total charge   +1

---

3.
Below is one molecule with the formula C10H13N, with properties calculated with ωB97M-V/def2-TZVPD.

```
24
Properties=species:S:1:pos:R:3:lowdin_charge:R:1
C -1.0399 2.2161 -0.3982 -0.087
C 0.0573 1.4206 -0.9854 -0.388
N 1.3798 1.8466 -0.5808 -0.099
C 1.7521 1.5790 0.7577 -0.259
C 1.6077 0.0651 1.1432 -0.110
C 0.4539 -0.7434 0.4200 -0.209
C -0.0201 -1.9183 1.0387 -0.086
C -1.1233 -2.6253 0.5787 -0.117
C -1.7826 -2.0889 -0.5235 -0.141
C -1.3755 -0.8788 -1.0081 -0.088
C -0.2222 -0.1131 -0.6071 -0.108
H -0.8371 3.2625 -0.6512 0.070
H -2.0577 2.1300 -0.9625 0.107
H -1.1517 2.0886 0.7806 0.133
H 0.2879 1.5683 -2.0976 0.157
H 2.0515 1.6682 -1.4978 0.192
H 1.1026 2.2230 1.2681 0.083
H 2.6966 1.9595 1.0549 0.101
H 2.6756 -0.6097 1.0433 0.163
H 1.2524 0.1569 2.2969 0.140
H 0.6083 -2.2423 1.9253 0.125
H -1.2792 -3.6171 1.1760 0.134
H -2.6974 -2.6848 -1.1502 0.166
H -2.1543 -0.3075 -1.6162 0.121
```

Properties
HOMO-LUMO gap   9.5 eV
Structure (SMILES)   C[C@H]1NCCc2ccccc21

---

Number 1: HOMO energy -11.4236 eV, LUMO level 0.0334 hartree, electronic energy -229.3248 Eh. Number 2: HOMO energy -12.0522 eV, LUMO level -0.1711 hartree, electronic energy -1662.9121 Eh. Number 3: HOMO energy -8.5406 eV, LUMO level 0.0350 hartree, electronic energy -443.4835 Eh.